23
Properties=species:S:1:pos:R:3:forces:R:3 method="wB97M-V/def2-TZVPD" lumo_ev=0.33 e_tot_ev=-84107.9255 largest_force_ev_per_a=4.1 multiplicity=1 relative_energy_kcal_mol=98.9 homo_ha=-0.2848 total_charge=0
C -2.707690 1.804729 -0.704953 0.6 0.0 -0.8
C -2.271681 1.828634 0.615416 -0.4 0.9 1.7
C -2.059384 1.020662 -1.708487 -3.4 2.1 0.9
C -1.227915 1.008236 0.959570 0.9 -1.0 -1.0
C -1.085341 0.159577 -1.319673 1.6 -0.5 -1.9
C -0.641361 0.176234 -0.032015 0.5 -0.2 2.0
C -0.369193 -0.545595 -2.406123 0.5 0.3 -0.2
C 1.964765 -0.738514 -1.817569 2.3 0.9 0.7
C 0.408979 -0.817906 0.366248 -0.3 -0.2 0.7
C 1.537901 -1.488131 2.322945 -1.5 -0.4 2.6
N 0.933551 -0.596178 -2.446670 -1.2 0.1 0.5
O 0.761537 -0.542201 1.659756 -0.6 -0.2 -0.7
Br -0.430888 -2.678672 0.172345 0.1 0.2 0.2
H -3.482635 2.497279 -0.974333 -0.3 0.0 -0.3
H -2.687439 2.484429 1.494572 0.4 -1.2 -2.2
H -2.482307 1.125972 -2.730395 0.7 -0.4 0.7
H -0.823904 0.960000 1.954352 -0.1 0.1 0.1
H -0.961843 -0.804584 -3.263870 0.2 0.0 -0.5
H 2.839227 -0.010981 -1.517505 -1.8 -1.1 -1.5
H 1.311203 -1.016833 -0.293819 -0.8 0.2 0.7
H 2.107968 -0.891049 2.983261 1.5 0.4 0.4
H 2.076310 -2.146007 1.692150 0.7 -0.5 -0.6
H 0.921757 -2.060675 3.102756 0.4 0.2 -1.5



29
Properties=species:S:1:pos:R:3:forces:R:3 method="wB97M-V/def2-TZVPD" lumo_ev="-2.95 / -5.92" e_tot_ev=-120322.3155 largest_force_ev_per_a=3.3 multiplicity=3 relative_energy_kcal_mol=3.5 homo_ha="-0.4167 / -0.4106" total_charge=+1
Ni -0.813438 0.156067 0.389441 0.7 -1.5 0.5
Cl 0.738738 -0.115073 -6.397937 0.0 0.1 -0.4
C 0.484693 -0.465375 -4.759125 -0.3 0.2 0.7
C -0.227625 0.450287 -3.949767 0.4 -0.4 -0.6
Cl -0.848140 1.891031 -4.628746 -0.1 0.1 0.1
C -0.398857 0.163251 -2.613234 0.8 -1.5 0.1
Cl -1.213491 1.231328 -1.538559 -0.6 1.0 -0.3
C 0.119999 -1.018474 -1.996030 0.4 0.5 -3.1
O -0.029506 -1.237506 -0.758260 -0.7 0.7 3.2
C 0.832498 -1.924404 -2.853018 -0.6 0.8 0.4
Cl 1.492654 -3.327268 -2.158540 0.1 -0.3 0.2
C 0.995594 -1.651084 -4.205574 -0.2 0.3 0.1
Cl 1.827660 -2.760439 -5.206572 0.0 0.0 0.0
C 0.588581 -1.901679 2.299638 0.3 -0.6 -0.2
O -0.306831 -0.796141 2.218788 -0.4 0.6 -0.4
C -0.181659 0.112189 3.309863 -0.2 0.6 0.1
C -1.245681 1.192261 3.101930 0.0 -0.8 0.7
O -1.177984 1.736855 1.788452 0.2 -0.5 -0.7
C -0.212909 2.780696 1.634600 0.3 0.6 -0.2
H 0.447100 -2.424830 3.249392 -0.1 0.1 -0.1
H 1.628960 -1.569673 2.216894 -0.1 0.0 0.0
H 0.344084 -2.562107 1.469420 0.1 0.1 0.1
H 0.829324 0.542690 3.324994 -0.1 -0.1 0.0
H -0.359576 -0.408118 4.259515 0.0 0.1 -0.2
H -1.138661 1.980613 3.854940 -0.1 -0.1 -0.2
H -2.239070 0.740374 3.186789 0.1 0.1 0.0
H -0.253338 3.461667 2.489330 -0.1 -0.1 -0.1
H -0.487865 3.335656 0.736595 0.1 -0.1 0.1
H 0.804745 2.387206 1.534781 -0.1 0.0 0.0



25
Properties=species:S:1:pos:R:3:forces:R:3 method="wB97M-V/def2-TZVPD" lumo_ev=5.29 e_tot_ev=-34467.7413 largest_force_ev_per_a=2.9 multiplicity=1 homo_ha=-0.0031 total_charge=-2
C 2.559269 0.899527 -1.157514 -0.4 0.1 -0.3
C 1.596950 1.945832 -1.220745 0.0 -0.3 -0.1
C 0.526196 1.527000 -2.060361 0.9 -0.9 0.2
H 1.670066 2.882786 -0.653714 -0.1 -0.4 -0.4
C 0.812586 0.187809 -2.499451 0.9 0.8 0.7
C 2.075899 -0.188188 -1.943568 -0.4 0.3 -0.1
H 2.594623 -1.140078 -2.066846 -0.2 0.2 -0.1
H 3.509391 0.918586 -0.630758 0.0 0.1 -0.1
H -0.356310 2.105335 -2.314185 0.1 -0.2 0.2
H 0.218013 -0.417698 -3.173755 -0.1 0.1 0.2
Sn 1.501201 -0.828916 1.106760 -1.7 1.6 -1.8
Cl 2.434073 -0.839621 3.287816 0.8 -0.2 1.3
C -2.250706 -0.156890 1.338759 -0.3 0.6 -0.5
C -2.823132 -0.460314 0.064513 1.0 0.9 0.2
C -2.910772 0.761737 -0.656790 -1.0 0.3 0.8
H -3.068827 -1.454297 -0.291824 0.2 0.1 -0.1
C -2.590389 1.844031 0.227823 0.4 -1.2 0.3
C -2.134604 1.266785 1.450190 -0.2 -0.5 -0.6
H -1.727121 1.790811 2.314113 -0.1 0.0 -0.2
H -1.939590 -0.884055 2.081127 -0.1 0.0 0.1
H -3.356120 0.886490 -1.648397 0.2 -0.1 0.2
H -2.686750 2.903589 0.014561 0.2 -0.1 -0.1
O -0.182281 -4.349813 1.373763 0.6 0.8 -0.4
N 0.068666 -3.233547 1.010670 0.9 -0.4 0.3
O 1.408862 -2.916153 1.046480 -1.4 -1.6 0.2



41
Properties=species:S:1:pos:R:3:forces:R:3 method="wB97M-V/def2-TZVPD" lumo_ev=-1.17 e_tot_ev=-65557.8841 largest_force_ev_per_a=1.3 multiplicity=1 homo_ha=-0.2814 total_charge=0
N 1.703586 -1.315846 3.389705 0.0 0.6 -0.7
C 0.312170 -1.316648 3.120060 0.2 0.4 0.2
O -0.385011 -2.196383 3.516470 -0.4 -0.9 0.0
C -0.258482 -0.183283 2.280431 0.3 0.0 0.3
C -0.781526 -0.862671 1.012635 0.2 -0.6 0.8
N -1.039610 0.116143 -0.044101 0.0 0.3 0.5
C -1.547425 1.318717 0.139825 -0.1 -0.1 -0.3
N -1.769177 1.970625 -1.003029 0.2 0.0 -0.2
C -1.388129 1.143728 -1.964364 -0.2 0.1 0.0
N -1.461835 1.415922 -3.262592 0.1 0.2 0.1
N -0.910756 -0.040408 -1.414143 0.1 0.3 -0.4
S -0.380637 -1.406631 -2.236322 -0.7 -1.0 -0.2
O -0.935167 -2.537383 -1.595187 0.4 0.0 0.5
O -0.644037 -1.166941 -3.609953 0.1 0.5 -0.1
C 1.484386 -1.514716 -2.099632 0.2 0.1 0.0
F 1.823328 -2.097221 -0.951259 0.0 0.2 0.1
F 1.784869 -2.345887 -3.095890 -0.1 0.0 -0.1
C 2.263466 -0.168805 -2.333970 0.3 -0.4 -0.2
F 1.482139 0.650629 -3.067013 -0.1 0.0 0.1
F 3.349849 -0.459867 -3.062393 -0.1 0.1 0.1
C 2.748026 0.542326 -1.039182 0.4 0.2 -0.6
F 1.863930 0.366431 -0.049248 -0.3 -0.1 0.2
F 3.931579 0.017611 -0.697693 -0.2 -0.1 0.2
C 2.944791 2.070730 -1.221882 -0.2 -0.1 0.5
F 3.443429 2.550627 -0.093913 0.2 0.1 0.3
F 1.772022 2.659136 -1.432271 -0.3 0.1 -0.2
F 3.768143 2.331006 -2.212982 0.2 0.0 -0.4
H 2.166906 -2.037801 2.848452 0.0 -0.4 0.5
H 2.112689 -0.431943 3.110220 0.1 0.0 0.0
H -1.096108 0.261486 2.821267 -0.1 0.0 0.0
H 0.532267 0.530945 2.072010 0.0 0.2 -0.2
H -1.716558 -1.355402 1.269508 -0.1 0.0 0.0
H -0.042431 -1.606280 0.731804 0.0 0.1 -0.7
H -1.809940 1.677015 1.125351 0.0 -0.1 0.1
H -1.450347 0.719880 -3.985496 0.3 -0.2 0.1
H -1.615060 2.378974 -3.507585 -0.3 0.0 0.1
C -3.701660 0.197312 3.531294 -0.1 0.0 0.0
O -3.060176 -0.015163 2.449523 -0.2 0.2 -0.5
O -5.072650 -0.083018 3.438609 0.5 0.1 -0.1
O -3.274866 0.606879 4.597268 0.0 0.1 0.1
H -5.145985 -0.383820 2.525668 -0.2 0.0 0.0



24
Properties=species:S:1:pos:R:3:forces:R:3 method="wB97M-V/def2-TZVPD" lumo_ev=-0.21 e_tot_ev=-27621.6829 largest_force_ev_per_a=3.0 multiplicity=1 relative_energy_kcal_mol=6.2 homo_ha=-0.3391 total_charge=0 smiles=N#Cc1ccc(SCCCO)c(F)c1
N -2.372400 -3.738671 3.698848 -0.2 -0.1 0.2
C -1.971946 -3.157177 2.795453 0.4 0.1 -0.4
C -1.421206 -2.453200 1.663380 -1.2 2.7 0.1
C -0.574365 -3.060458 0.763368 0.0 -1.9 0.5
C -0.061593 -2.380390 -0.302148 -0.7 1.8 -0.3
C -0.450057 -1.020614 -0.512774 2.1 -0.9 -1.6
S 0.210716 -0.157950 -1.953731 -0.3 -0.1 0.4
C 1.661763 0.716364 -1.247501 -0.5 -0.8 1.0
C 1.360747 1.821235 -0.241746 0.6 0.9 -1.0
C 0.614511 3.013701 -0.893639 0.3 -1.3 2.0
O 1.391910 3.464691 -1.958289 0.1 0.3 -0.8
C -1.259540 -0.392972 0.369327 -1.6 -0.1 1.6
F -1.657796 0.885607 0.217137 0.3 -0.3 -0.2
C -1.793827 -1.079475 1.460880 0.2 -1.0 0.8
H -0.413202 -4.135097 0.936181 0.3 0.6 -0.3
H 0.602137 -2.826563 -1.016568 0.1 -0.2 -0.2
H 2.249972 -0.043929 -0.715951 0.1 0.1 -0.5
H 2.136194 1.051303 -2.152179 0.5 0.3 -0.1
H 2.326338 2.246619 0.096941 -0.3 -0.4 0.0
H 0.844875 1.392138 0.613011 -0.2 0.3 0.1
H 0.565131 3.787026 -0.100603 -0.6 -0.2 -0.5
H -0.345042 2.598269 -1.208597 -0.3 0.6 0.0
H 0.817688 4.024994 -2.488261 0.2 0.1 -0.2
H -2.461008 -0.555452 2.177459 0.5 -0.5 -0.7



22
Properties=species:S:1:pos:R:3:forces:R:3 method="wB97M-V/def2-TZVPD" lumo_ev="-0.97 / -1.00" e_tot_ev=-26725.9720 largest_force_ev_per_a=5.0 multiplicity=1 relative_energy_kcal_mol=158.8 homo_ha="-0.2721 / -0.2715" total_charge=0
C 1.834035 -2.376123 1.057871 1.4 -0.6 -1.0
C 1.626064 -1.686815 -0.084241 -0.4 0.1 -0.4
C 1.162356 -0.352648 2.319672 0.7 -3.2 -3.8
C 1.678124 -1.635932 2.234393 -1.4 2.7 2.1
C 1.004570 -0.335225 -0.126888 -0.7 -1.1 -2.1
C 0.804070 0.361963 1.081462 -0.1 2.5 2.4
C 0.405218 1.688135 1.031816 1.5 -0.9 1.4
C 0.408227 0.174718 -1.222613 -1.2 1.0 1.4
C -2.594485 0.708909 -2.566234 1.2 2.3 1.9
C -2.044408 1.540171 -1.397620 1.8 -0.3 -0.2
I 2.237753 -2.662514 3.962059 0.0 0.1 0.3
I -2.699254 1.062637 0.511980 -0.3 0.3 -0.4
H 2.304830 -3.380195 1.281291 -0.8 1.1 -1.4
H 1.736353 -2.069154 -1.069841 0.3 -0.8 -0.5
H 1.048322 0.065168 3.218477 -0.4 1.8 3.3
H 0.491128 2.198099 0.060505 -0.4 -0.2 0.7
H 0.302289 2.262524 1.992257 -0.1 -0.6 -1.2
H 0.260269 0.000682 -2.231099 0.1 -0.9 -1.7
H -2.566233 -0.311971 -2.316440 -0.1 -1.3 0.0
H -3.558727 1.087757 -2.778185 -1.5 0.0 -0.2
H -2.013451 1.009260 -3.399578 0.8 -0.3 -1.1
H -1.827048 2.650555 -1.559044 -0.3 -1.8 0.3